1.
# C3H4OS2

A 2-piece molecular cluster, C3H4OS2 overall in a non-equilibrium geometry (ωB97M-V/def2-TZVPD, the OMol25 dataset).

Values from the calculation:
* net charge: 0
* maximum force: 4.73 eV/Å
* energy: -26889.5886 eV
* energy above the lowest of the compared OMol25 structures with the same formula, charge and spin: 99.17 kcal per mole
* multiplicity: 1
* HOMO-LUMO gap: 9.33 eV
* E_HOMO: -9.4 eV

XYZ file:
```
10
Properties=species:S:1:pos:R:3:lowdin_charge:R:1
C 1.5265 -0.4421 0.9193 0.0142
C 0.9282 0.2149 -0.0681 -0.2886
C -0.4340 -0.0377 -0.4685 -0.9029
O -2.8816 1.0949 -0.7058 -0.5629
S -1.4040 -1.4041 0.0647 0.6240
S -1.9563 0.6262 0.3033 0.6768
H 2.5269 -0.1942 1.2266 0.0601
H 1.0331 -1.2418 1.4489 0.0418
H 1.4281 1.0178 -0.5934 0.0987
H -0.7670 0.3661 -2.1270 0.2388
```

***

2.
# C37H37F5P2Pd

C37H37F5P2Pd as an isolated structure in a non-equilibrium geometry (ωB97M-V/def2-TZVPD, the OMol25 dataset).

Values from the calculation:
* net charge: 0
* maximum force: 4.91 eV/Å
* energy: -74606.7354 eV
* multiplicity: 3
* HOMO-LUMO gap (alpha / beta): 7.96 / 5.75 eV
* E_HOMO (alpha / beta): -7.7 / -7.9 eV
* expectation value of S²: 2.006

XYZ file:
```
82
Properties=species:S:1:pos:R:3:mulliken_spin:R:1
Pd 1.0368 -0.1393 -0.8487 1.4234
C -2.6000 -0.0296 0.5382 0.0054
C -2.1619 -0.2757 -0.6905 0.0084
C -2.5463 0.5737 -1.8796 -0.0092
C -1.4351 1.4642 -2.4734 -0.0624
C -0.5314 2.1369 -1.4422 0.0102
C -1.0493 2.7889 -0.3290 0.0439
C -2.3884 2.5915 0.2674 0.0039
C -2.7374 1.3452 1.1614 0.0024
C 2.7487 -0.7033 -1.2894 0.1536
H -2.4736 -0.8130 1.3028 -0.0011
H -1.9089 -1.2866 -1.1257 -0.0024
H -3.4758 1.1191 -1.7191 -0.0002
H -2.7163 -0.1072 -2.7239 0.0021
H -0.7986 0.8160 -3.0916 0.0499
H -1.9623 2.1786 -3.1298 -0.0004
H 0.4473 2.3717 -1.8996 -0.0244
H -0.3472 3.3177 0.3108 -0.0016
H -3.1845 2.8515 -0.4180 0.0018
H -2.3670 3.3543 1.0415 -0.0001
H -2.0264 1.3720 2.0405 0.0017
H -3.7747 1.6081 1.5006 0.0002
H 3.1219 -1.5146 -0.6543 0.0144
H 3.5007 0.0970 -1.3215 0.0046
H 2.5757 -1.0850 -2.3054 0.0670
P 0.0544 -2.1375 -8.9644 0.0001
P 1.9024 0.3505 -9.2546 -0.0001
C -0.6638 -0.5734 -9.5730 0.0000
C 0.1704 0.4819 -9.7586 -0.0001
C -0.6435 -3.2974 -10.2427 0.0000
C -1.7782 -3.0058 -11.0277 0.0000
C -2.3956 -3.9813 -11.8206 0.0000
C -1.7978 -5.2454 -11.9577 0.0000
C -0.5839 -5.5204 -11.2927 0.0000
C -0.0147 -4.5478 -10.4553 0.0000
C -1.0291 -2.3365 -7.5163 -0.0019
C -0.6592 -1.4568 -6.4811 0.0033
C -1.3733 -1.4978 -5.2946 -0.0507
C -2.4094 -2.4179 -5.1217 -0.0006
C -2.7651 -3.2610 -6.1682 -0.0003
C -2.0778 -3.2501 -7.3835 0.0004
C 2.6294 1.1171 -10.8690 -0.0004
C 2.5651 0.3204 -12.0370 0.0002
C 2.9782 0.7921 -13.2972 -0.0001
C 3.4935 2.1001 -13.4184 0.0002
C 3.5839 2.9147 -12.2744 -0.0001
C 3.1721 2.4132 -11.0203 0.0003
C 2.0086 1.8005 -8.1980 0.0000
C 3.2187 1.9128 -7.4795 -0.0001
C 3.4130 3.0353 -6.6894 0.0003
C 2.4491 4.0447 -6.6289 -0.0002
C 1.2895 3.9404 -7.3921 0.0001
C 1.0552 2.8223 -8.1907 -0.0001
H -1.6946 -0.6235 -9.9411 0.0000
H -0.0425 1.3179 -10.4374 0.0000
H -2.2318 -2.0209 -11.0418 0.0000
H -3.3500 -3.7437 -12.3245 0.0000
H -2.2795 -6.0156 -12.5822 0.0000
H -0.0982 -6.5053 -11.4265 0.0000
H 0.9251 -4.7765 -9.9519 0.0000
H 0.1755 -0.7695 -6.6534 -0.0025
H -1.0888 -0.8119 -4.5108 0.0562
H -2.9218 -2.4622 -4.1681 -0.0003
H -3.5874 -3.9555 -6.0407 -0.0001
H -2.3246 -3.9273 -8.2082 0.0000
H 2.1556 -0.6895 -11.9934 0.0000
H 2.8844 0.1557 -14.2003 0.0000
H 3.8108 2.4838 -14.4044 0.0000
H 3.9595 3.9539 -12.3780 0.0000
H 3.2606 3.0927 -10.1727 0.0000
H 3.9940 1.1481 -7.6051 0.0000
H 4.3426 3.1216 -6.1339 0.0000
H 2.6101 4.9149 -5.9995 0.0000
H 0.5485 4.7355 -7.3970 0.0000
H 0.1775 2.7727 -8.8366 0.0000
F 0.1412 1.5371 1.6186 0.0242
C 1.0209 0.4776 1.3841 0.2588
F 2.2783 0.9825 1.6858 0.0195
C 0.8520 -0.5475 2.5732 -0.0106
F 1.5027 -0.1328 3.7052 0.0079
F -0.4310 -0.7587 2.9242 0.0004
F 1.3940 -1.7459 2.2284 0.0050
```

***

3.
# C26H39BrF2NO5PS

A 3-piece molecular cluster, C26H39BrF2NO5PS overall in a non-equilibrium geometry (ωB97M-V/def2-TZVPD, the OMol25 dataset).

Values from the calculation:
* net charge: 0
* maximum force: 2.37 eV/Å
* energy: -134922.3568 eV
* multiplicity: 1
* HOMO-LUMO gap: 9.29 eV
* E_HOMO: -8.9 eV

XYZ file:
```
76
Properties=species:S:1:pos:R:3:lowdin_charge:R:1
C -2.7178 -1.9398 2.2820 -0.0884
C -1.9598 -2.2675 0.9796 -0.2465
C -0.4979 -1.8483 0.9887 -0.1785
C -0.2283 -0.3206 0.9994 -0.2546
C -1.4351 0.5232 0.5673 -0.0203
C 1.0169 0.1110 0.2020 -0.3451
C 0.8474 0.3761 -1.2978 -0.0709
C -0.0590 -0.5730 -2.1308 -0.1622
C 0.7776 -1.4710 -3.0714 -0.1866
C 0.1624 -2.8267 -3.4286 -0.2634
N -0.3901 -3.5593 -2.2706 0.0094
O 1.2502 1.4725 0.7529 -0.1690
S 2.1320 1.4350 2.0711 0.5850
O 1.3300 1.6738 3.1906 -0.1949
O 3.2222 2.3046 1.8855 -0.2022
O 2.5214 -0.1144 1.9783 -0.1496
C 2.3555 -0.5371 0.6008 -0.4362
C 3.5923 0.0614 -0.1610 -0.2364
C 4.9207 -0.2737 0.5344 -0.6812
C 5.6990 0.9543 1.0124 -0.1374
Br 6.1000 -1.1829 -0.7838 0.6898
P 2.5825 -2.3615 0.3585 0.8128
O 2.3563 -3.1076 1.6111 -0.3953
H -3.2253 -2.8233 2.6429 0.0644
H -3.5084 -1.2323 2.0661 0.0629
H -2.0624 -1.5326 3.0396 0.0751
H -2.4974 -1.9031 0.1133 0.0896
H -1.9495 -3.3474 0.8743 0.1023
H -0.0827 -2.2588 0.0837 0.0460
H -0.0376 -2.3067 1.8531 0.1123
H -0.0638 -0.0465 2.0308 0.1224
H -1.1319 1.5512 0.4158 0.0895
H -1.9290 0.1450 -0.3127 0.0734
H -2.1177 0.5466 1.4028 0.0805
H 1.7955 0.4461 -1.8137 0.1077
H 0.4094 1.3608 -1.3537 0.1250
H -0.7821 -1.1257 -1.5580 0.0737
H -0.6188 0.0733 -2.7889 0.0881
H 0.8535 -0.9334 -4.0121 0.1117
H 1.8010 -1.5643 -2.7260 0.0839
H -0.5833 -2.7176 -4.2021 0.0968
H 0.9587 -3.4190 -3.8777 0.1038
H 0.3204 -4.1814 -1.9080 0.0634
H -1.1531 -4.1392 -2.5979 0.0616
H 3.4720 1.1106 -0.3879 0.1206
H 3.6180 -0.4452 -1.1225 0.0602
H 4.7990 -0.9794 1.3418 0.0816
H 5.3961 1.8031 0.4180 0.0771
H 6.7563 0.7902 0.9075 0.0462
H 5.4282 1.1534 2.0404 0.0759
H 3.8887 -2.5922 -0.1004 -0.0025
H 1.6739 -2.7816 -0.6224 0.0187
F -2.5523 -0.0327 -3.7343 0.0488
C -3.5266 -0.8514 -4.1848 -0.2757
C -3.5423 -2.1626 -3.7555 -0.0184
C -4.5454 -3.0040 -4.2138 -0.0776
C -5.5064 -2.5281 -5.0947 -0.0935
C -5.4689 -1.2056 -5.5140 -0.0795
C -4.4751 -0.3545 -5.0538 -0.0137
H -2.7808 -2.5108 -3.0692 0.0937
H -4.5773 -4.0327 -3.8811 0.1057
H -6.2852 -3.1876 -5.4524 0.1022
H -6.2157 -0.8339 -6.2020 0.1061
H -4.4322 0.6815 -5.3622 0.1189
F -1.0722 7.8017 4.4783 0.0497
C -0.4966 6.5993 4.6902 -0.2919
C -1.3000 5.4840 4.8105 -0.0217
C -0.7039 4.2496 5.0239 -0.0791
C 0.6762 4.1475 5.1226 -0.0998
C 1.4641 5.2829 5.0019 -0.0767
C 0.8778 6.5207 4.7795 -0.0209
H -2.3747 5.5862 4.7372 0.1148
H -1.3192 3.3645 5.1127 0.1057
H 1.1356 3.1844 5.2894 0.0914
H 2.5400 5.2058 5.0801 0.1058
H 1.4749 7.4168 4.6748 0.1153
```